Formula: C5H7N3
Source: the OMol25 dataset
Level of theory: ωB97M-V with the def2-TZVPD basis set

```
15
Properties=species:S:1:pos:R:3
N -2.53 -3.83 0.91
H -1.17 1.30 -0.27
C -1.68 -0.43 1.10
C 1.42 0.49 -0.69
C 0.07 -1.46 -0.13
H 1.21 0.71 -1.83
C -1.13 -1.75 0.58
H 0.67 -2.11 -0.68
H 1.34 1.56 -0.28
H -2.72 -0.23 0.78
N -0.72 0.62 0.47
H -1.47 -0.50 2.15
H 2.45 0.04 -0.56
C -1.84 -2.93 0.75
N 0.32 -0.13 -0.14
```

ΔE to the lowest compared entry with this formula, charge and spin   361.32 kJ/mol
HOMO-LUMO gap   0.2988 Eh
SMILES   CN1C=C(C#N)CN1

Here are the Mulliken charges for atoms 1 to 8, given in e: -0.531 0.276 -0.289 -0.868 -0.511 0.281 0.023 0.523